{
  "formula": "C56H65BF10N13O7PTa",
  "method": "ωB97M-V/def2-TZVPD",
  "fmax_ev_per_a": 3.49,
  "charge": -1,
  "energy_ha": -4833.42532,
  "homo_lumo_gap_ev": 6.84,
  "species": ["Ta", "C", "N", "C", "C", "N", "C", "C", "F", "C", "F", "C", "F", "C", "F", "C", "F", "C", "C", "N", "C", "C", "F", "C", "F", "C", "F", "C", "F", "C", "F", "H", "H", "H", "H", "H", "H", "H", "H", "H", "H", "H", "O", "N", "C", "C", "N", "C", "N", "C", "C", "C", "C", "C", "C", "C", "C", "O", "B", "O", "C", "C", "H", "H", "H", "H", "H", "H", "H", "H", "H", "H", "H", "H", "O", "N", "O", "O", "C", "N", "N", "C", "O", "C", "C", "C", "C", "C", "C", "C", "C", "C", "H", "H", "H", "H", "H", "H", "H", "H", "H", "H", "H", "H", "N", "P", "N", "C", "C", "C", "C", "C", "N", "C", "C", "C", "C", "C", "N", "C", "C", "C", "C", "C", "H", "H", "H", "H", "H", "H", "H", "H", "H", "H", "H", "H", "H", "H", "H", "H", "H", "H", "H", "H", "H", "H", "H", "H", "H", "H", "H", "H", "H", "H"],
  "xyz": [[0.11412, -0.03335, 0.34857], [0.02945, 3.30866, 1.10007], [-0.86685, 2.43238, 0.33541], [-0.95062, 2.91917, -1.03923], [-1.74191, 1.97597, -1.90507], [-1.21569, 0.64166, -1.72940], [-1.71040, -0.31944, -2.52520], [-2.95442, -0.40177, -3.19209], [-3.86445, 0.59235, -3.08521], [-3.32488, -1.50411, -3.94042], [-4.54201, -1.54131, -4.49942], [-2.47290, -2.57685, -4.11650], [-2.85081, -3.65439, -4.82311], [-1.21042, -2.51233, -3.54577], [-0.34449, -3.51324, -3.75638], [-0.87254, -1.41809, -2.79463], [0.34831, -1.30159, -2.21970], [-2.18180, 2.39387, 0.97541], [-3.00091, 1.12063, 0.79340], [-2.22317, -0.06038, 1.10655], [-2.88396, -1.13967, 1.54860], [-4.28164, -1.40359, 1.53647], [-5.15502, -0.55752, 0.94183], [-4.84563, -2.53802, 2.09423], [-6.17475, -2.70027, 2.03221], [-4.07899, -3.51004, 2.70445], [-4.63949, -4.59638, 3.26010], [-2.70691, -3.32166, 2.71618], [-1.91306, -4.23502, 3.29446], [-2.15838, -2.19661, 2.15661], [-0.82231, -2.06660, 2.19789], [-0.45097, 4.27177, 1.31207], [0.93161, 3.50336, 0.53177], [0.30581, 2.82004, 2.02853], [0.05816, 3.00241, -1.43200], [-1.41220, 3.91618, -1.06297], [-1.60656, 2.29297, -2.94738], [-2.80968, 2.06110, -1.68544], [-2.79415, 3.24053, 0.63380], [-2.01259, 2.51473, 2.04361], [-3.43070, 1.05285, -0.20801], [-3.83482, 1.22668, 1.49484], [1.45270, 0.72646, -0.57681], [2.09138, 1.40169, -1.65921], [2.95802, 2.47456, -1.37563], [4.34217, 2.23649, -1.33075], [5.48279, 2.03120, -1.31205], [2.49632, 3.78940, -1.28501], [2.13405, 4.88948, -1.20950], [4.14333, -2.24470, -8.97773], [3.17530, -1.17377, -8.45726], [3.55569, 0.15535, -9.12347], [1.74559, -1.55634, -8.87743], [3.18752, -1.07023, -6.93281], [3.42845, -2.19931, -6.15083], [3.33266, -2.18552, -4.76114], [2.98336, -0.99794, -4.16555], [2.78132, -0.71331, -2.84708], [2.42501, 0.63354, -2.81020], [2.43390, 1.18025, -4.09744], [2.76633, 0.14788, -4.92701], [2.85179, 0.13177, -6.30039], [4.17043, -2.20706, -10.06816], [3.83007, -3.25057, -8.69889], [5.15406, -2.07647, -8.60244], [3.68124, -0.00006, -10.19621], [4.49454, 0.53734, -8.71929], [2.78379, 0.91307, -8.98656], [1.67365, -1.64785, -9.96471], [1.03474, -0.79994, -8.54183], [1.46126, -2.50960, -8.42963], [3.68785, -3.13710, -6.62146], [3.52089, -3.07340, -4.17234], [2.66221, 1.03617, -6.86194], [3.19806, -0.69893, 1.07843], [2.65717, -1.78820, 0.95822], [3.24390, -2.85961, 1.02926], [1.36155, -1.84845, 0.74968], [-0.38384, -7.00674, 0.00099], [-0.24940, -5.79224, -0.78558], [-1.12295, -4.74439, -0.52534], [-0.42431, -3.53631, -0.60444], [-0.98651, -2.45319, -0.37545], [0.90813, -3.89343, -0.99833], [0.98161, -5.24183, -1.03601], [2.18142, -6.08077, -1.28561], [-2.49055, -4.89869, -0.86588], [-3.42118, -3.91808, -0.52861], [-4.75494, -4.09136, -0.86076], [-5.17911, -5.23207, -1.52481], [-4.24573, -6.18394, -1.90262], [-2.90702, -6.01732, -1.58814], [-1.42487, -7.15477, 0.27130], [0.21436, -6.95684, 0.91613], [-0.04468, -7.85290, -0.59569], [1.70130, -3.21448, -1.23774], [2.95924, -5.45161, -1.71111], [1.96304, -6.90035, -1.97070], [2.56358, -6.49514, -0.35000], [-3.09632, -3.01742, -0.03403], [-5.47117, -3.32391, -0.59580], [-6.22555, -5.36915, -1.76389], [-4.55469, -7.05832, -2.46096], [-2.18161, -6.74045, -1.93161], [0.40467, 0.44478, 2.19093], [0.66185, 0.80955, 3.67735], [0.99378, -0.54584, 4.60213], [1.57563, -1.74340, 3.97598], [2.58421, -2.39725, 4.91080], [1.86562, -2.91370, 6.17075], [0.64338, -2.03653, 6.49516], [0.91442, -0.60080, 6.05830], [1.85164, 1.97610, 3.84610], [2.92760, 1.90493, 2.82794], [4.03822, 2.87796, 3.18532], [4.73194, 2.43943, 4.48676], [3.72360, 1.76398, 5.43372], [2.32826, 2.32733, 5.18567], [-0.59835, 1.47707, 4.57764], [-0.85195, 2.90747, 4.68636], [-1.51659, 3.20320, 6.02871], [-2.83911, 2.44110, 6.11187], [-2.57099, 0.94441, 5.95195], [-1.82229, 0.67524, 4.64755], [2.03062, -1.45342, 3.03156], [0.80162, -2.48082, 3.74920], [3.35895, -1.67538, 5.18174], [3.07678, -3.21835, 4.38929], [2.55732, -2.90980, 7.01629], [1.54053, -3.94453, 6.01733], [0.42221, -2.06197, 7.56365], [-0.23951, -2.40311, 5.96575], [1.85574, -0.27777, 6.52747], [0.13037, 0.07110, 6.40034], [2.49809, 2.12751, 1.85191], [3.34761, 0.89710, 2.75979], [3.61015, 3.87685, 3.29918], [4.75181, 2.91747, 2.36308], [5.17934, 3.31056, 4.97087], [5.54095, 1.74159, 4.26296], [4.00659, 1.90727, 6.47867], [3.69571, 0.68910, 5.23661], [2.36424, 3.41960, 5.27974], [1.61629, 1.95911, 5.92488], [-1.52423, 3.26533, 3.89608], [0.08894, 3.44350, 4.58465], [-1.67692, 4.27924, 6.12660], [-0.86053, 2.88031, 6.84272], [-3.49979, 2.78121, 5.30724], [-3.34584, 2.63966, 7.05891], [-3.50804, 0.38334, 5.94940], [-1.97696, 0.59721, 6.80243], [-2.49095, 0.89900, 3.80790], [-1.54906, -0.37852, 4.56301]],
  "mulliken_charge": [0.1674, 0.2692, 0.9176, -0.6433, -1.5271, 0.7982, -0.6100, 0.4728, -0.4141, 0.2971, -0.3821, 0.7321, -0.4236, 0.0084, -0.4931, -0.6172, 0.0714, 0.1914, -2.1152, 0.7555, -0.2449, 0.4982, -0.4720, 0.0906, -0.4500, 0.7231, -0.4151, -0.1845, -0.4717, -0.0531, 0.0404, 0.4412, -0.7786, -0.1772, -0.2037, 0.4278, 0.8025, 0.3006, 0.4249, -0.9667, 0.4604, 1.0006, 1.2725, 0.1634, 1.0343, -0.1925, -0.8547, -0.1872, -0.8115, -1.8814, 2.1479, -1.8911, -1.6950, 0.7505, -0.3892, -1.5322, 0.7403, -0.3554, 0.7753, -0.5852, 0.4994, -1.1128, 0.4564, 0.3734, 0.4154, 0.4632, 0.4176, 0.3166, 0.4244, 0.3789, 0.3817, 0.1985, 0.5156, 0.3409, -0.4675, 0.6961, -0.8073, -0.5429, -1.3428, -0.1779, 1.1823, -0.0682, 0.5931, -0.9915, 0.2131, -1.9716, -0.1517, 0.8670, -0.9111, -0.8778, -0.8849, -0.1076, 0.5191, 0.3144, 0.3761, 0.5532, 0.4028, 0.3900, 0.3408, 0.2195, 0.4502, 0.4329, 0.4025, 0.4673, 0.4260, -1.2821, 1.0909, 1.0166, -1.1076, -0.6085, -0.9281, -0.4908, 0.8242, 0.6884, -1.2689, -0.9915, -0.2814, -0.8940, 1.1302, -0.6922, -1.0194, -0.8400, -1.0041, 0.3359, -0.7147, -0.1245, 0.2264, 0.4064, 0.3744, 0.3859, 0.4562, 0.1791, 0.2509, 0.3513, -0.2584, -0.0294, 0.3606, 0.4760, 0.3899, 0.3873, 0.5242, -0.3592, 0.5390, 0.5684, 0.2529, 0.4135, 0.4289, 0.2655, 0.2817, 0.4970, 0.4122, 0.3444, -0.1849, -0.1476]
}